Model 1:
A cluster of 2 separate species, C3H8OS2 in total, computed with ωB97M-V/def2-TZVPD.

The geometry in XYZ format:
```
14
Properties=species:S:1:pos:R:3:mulliken_charge:R:1
C 0.5043 -0.4987 0.5375 -0.5059
C -0.5279 0.5012 0.9929 -0.0519
O -1.5409 0.0390 1.8685 -0.4002
C 1.4114 -0.0746 -0.6583 -0.4530
S 3.0818 -0.6794 -0.4376 -0.2571
S -2.9171 0.7323 -0.8683 -0.1605
H 1.0588 -0.9553 1.3760 0.4406
H -0.0657 -1.3837 0.2009 0.1926
H -1.1279 0.7761 0.0380 -0.3220
H -0.2135 1.5168 1.2883 0.3244
H -2.2757 -0.1304 1.2583 0.3774
H 0.9687 -0.6300 -1.4626 0.3159
H 1.4060 1.0138 -0.8038 0.3679
H 3.5067 -0.5747 -1.7009 0.1318
```

Summary:
Kohn-Sham gap (eV): 5.9359
LUMO (eV): -3.49
Charge: 0



Model 2:
A cluster of 2 separate species, C3H8OS2 in total, computed with ωB97M-V/def2-TZVPD.

The geometry in XYZ format:
```
14
Properties=species:S:1:pos:R:3:mulliken_charge:R:1
C -0.0954 -0.0186 -0.2355 -0.2379
C 1.0921 0.7973 -0.7218 -0.5425
S 1.0560 0.8844 -2.5489 -0.1338
S 0.0453 -0.9568 -2.7729 -0.1319
C -0.1113 -1.3371 -0.9901 -0.4863
H -1.0235 0.5409 -0.4613 0.3035
H 0.0098 -0.0660 0.8655 -0.1044
H 1.0378 1.7346 -0.1354 0.3495
H 2.0159 0.2659 -0.4225 0.3218
H 0.7783 -1.9521 -0.7537 0.2990
H -1.0092 -1.9304 -0.7308 0.3423
O -1.4781 0.6119 3.3024 -0.6380
H -0.5747 0.2854 3.0892 0.3269
H -1.7429 1.1405 2.5158 0.3318
```

Summary:
Kohn-Sham gap (eV): 8.4684
LUMO (eV): 0.48
Charge: 0
SMILES: C1CSSC1.O



On energetic grounds, model 2 is preferred over the next structure by 94.1 kcal/mol.



Model 1:
A cluster of 2 separate species, C3H8OS2 in total, computed with ωB97M-V/def2-TZVPD.

The geometry in XYZ format:
```
14
Properties=species:S:1:pos:R:3:mulliken_charge:R:1
C 1.7342 -0.5144 -0.0452 -0.7543
C 1.8155 0.7861 0.2783 0.2499
O 2.4509 1.1743 1.4418 -0.4617
H 0.7547 -0.9832 -0.1996 0.0622
H 2.4868 -1.2398 0.3189 0.2636
H 1.4223 1.5951 -0.3237 0.3530
H 2.7784 0.3559 1.8142 0.2905
C -2.4400 -0.0071 0.4966 -0.7191
S -2.0680 -1.0570 -0.9091 -0.0799
S -1.0024 -0.8517 -2.6866 -0.1597
H -3.0122 0.8744 0.2060 0.3022
H -1.5981 0.2378 1.1211 0.2519
H -3.2481 -0.4938 1.0365 0.2834
H -0.0741 0.1233 -2.5493 0.1181
```

Summary:
Kohn-Sham gap (eV): 8.2678
LUMO (eV): 0.08
Charge: 0
SMILES: C=CO.CSS



Model 2:
A cluster of 2 separate species, C3H8OS2 in total, computed with ωB97M-V/def2-TZVPD.

The geometry in XYZ format:
```
14
Properties=species:S:1:pos:R:3:mulliken_charge:R:1
C -0.7435 -0.7335 -0.9436 -0.3747
C 0.0409 0.6289 1.5951 -0.5880
C 0.9546 0.1148 0.6027 -0.2954
O -0.1272 -0.3742 -2.0981 -0.4640
S -1.4347 -0.3626 1.8970 -0.2423
S 2.0595 1.1472 -0.3716 -0.2119
H -1.5132 -0.0878 -0.6057 0.3611
H -0.8409 -1.8935 -0.6508 0.2734
H -0.5293 1.6674 1.3090 0.2467
H 0.4136 0.8302 2.5947 0.4041
H 1.4444 -0.8729 0.8486 0.2861
H -0.1035 0.6394 -2.0101 0.3524
H -0.7612 -1.3086 2.7037 0.1236
H 2.1152 0.2342 -1.2705 0.1290
```

Summary:
Kohn-Sham gap (spin up / spin down) (eV): 7.8680 / 7.9821
LUMO (spin up / spin down) (eV): 0.41 / 0.51
Charge: 0



On energetic grounds, model 1 is preferred over the next structure by 23.2 kcal/mol.



Model 1:
A structure of composition C4H8NO2, computed with ωB97M-V/def2-TZVPD.

The geometry in XYZ format:
```
15
Properties=species:S:1:pos:R:3:mulliken_charge:R:1
C -0.6608 0.3053 1.1776 -1.3961
C 0.0429 0.6064 -0.1554 0.2530
C 0.1580 -0.8121 -0.8340 -0.6412
C 1.3296 -1.6082 -0.1937 0.4337
O 1.0640 -2.6574 0.4094 -0.7235
O 2.4392 -1.0713 -0.3727 -0.7204
N -0.4832 2.0733 -0.5410 -0.7630
H -0.5901 1.2054 1.7939 0.3857
H -1.7174 0.1194 0.9546 0.2979
H -0.1971 -0.4903 1.7612 0.3905
H 1.0759 0.8413 0.0923 0.2949
H 0.5084 -0.6941 -1.8631 0.3390
H -0.8331 -1.2654 -0.7336 0.3287
H -0.6593 1.2032 -1.1519 0.2592
H -1.4769 2.2445 -0.3436 0.2616
```

Summary:
Kohn-Sham gap (eV): 8.4326
LUMO (eV): 4.07
Charge: -1



Model 2:
The ion C4H8NO2 with charge -1, computed with ωB97M-V/def2-TZVPD.

The geometry in XYZ format:
```
15
Properties=species:S:1:pos:R:3:mulliken_charge:R:1
N 0.2586 -1.7371 0.6188 -0.5422
C 0.6093 -0.3225 0.4854 -0.0471
C 0.4618 0.4955 1.9269 -0.5975
O -0.7289 1.0915 2.0336 -0.8700
C -0.2937 0.4058 -0.5054 -0.5989
C -0.1614 -0.1328 -1.8968 -0.0036
O -0.3982 0.5035 -2.9030 -0.5468
H 0.9733 -2.3627 0.2786 0.2013
H -0.6853 -2.0299 0.4601 0.1945
H 1.6470 -0.2810 0.1349 0.3702
H 1.2918 1.2240 2.0008 0.1500
H 0.5465 -0.3925 2.6052 0.3003
H -1.3369 0.4375 -0.1873 0.3649
H 0.0225 1.4510 -0.5032 0.2800
H 0.1947 -1.1736 -2.0434 0.3451
```

Summary:
Kohn-Sham gap (eV): 6.2387
LUMO (eV): 3.84
Charge: -1
SMILES: N[C@H](C[O-])CC=O



On energetic grounds, model 2 is preferred over the next structure by 6.4 kcal/mol.